[1]
Formula: C46H35F15GeNS8SbZr
Source: the Open Molecules 2025 dataset
Level of theory: wB97M-V/def2-TZVPD

Structure (XYZ):
```
108
Properties=species:S:1:pos:R:3:nbo_charge:R:1
Zr -0.610 -0.841 -0.243 1.356
C -1.791 4.076 -0.784 -0.657
C -0.843 3.354 0.138 0.072
C 0.525 3.292 -0.165 -0.062
C 1.003 3.961 -1.430 -0.645
C 1.404 2.667 0.725 -0.036
C 2.883 2.547 0.431 -0.653
C 0.923 2.141 1.932 0.000
C 1.880 1.680 3.002 -0.658
C -0.452 2.114 2.182 0.003
C -1.001 1.430 3.403 -0.663
C -1.333 2.750 1.298 -0.023
C -2.794 2.824 1.651 -0.647
H -1.927 5.113 -0.468 0.202
H -2.763 3.589 -0.790 0.217
H -1.423 4.067 -1.804 0.217
H 0.659 3.414 -2.309 0.223
H 2.084 4.033 -1.489 0.208
H 0.605 4.973 -1.480 0.209
H 3.454 3.328 0.938 0.209
H 3.093 2.628 -0.633 0.206
H 3.251 1.581 0.773 0.230
H 1.981 0.596 2.994 0.260
H 1.519 1.981 3.984 0.216
H 2.865 2.114 2.865 0.198
H -1.397 2.142 4.128 0.204
H -0.247 0.818 3.892 0.235
H -1.832 0.788 3.105 0.270
H -3.319 1.941 1.279 0.240
H -3.269 3.708 1.234 0.201
H -2.924 2.844 2.729 0.225
C 2.521 -3.536 2.191 -0.687
C 1.681 -2.920 1.107 -0.160
S 1.216 -1.257 1.468 -0.283
C 1.292 -3.605 0.019 -0.083
C 1.534 -5.077 -0.169 -0.667
S 0.370 -2.923 -1.334 -0.299
H 2.925 -2.746 2.820 0.211
H 3.343 -4.116 1.775 0.186
H 1.901 -4.187 2.810 0.293
H 2.432 -5.416 0.339 0.206
H 1.608 -5.296 -1.232 0.200
H 0.684 -5.633 0.233 0.235
S -3.050 -2.109 4.728 -1.039
Sb -1.049 -2.279 3.526 0.881
S -1.954 -2.481 1.105 -0.315
S -2.699 -0.566 1.065 -0.390
S -0.500 -4.506 3.899 -1.043
N 1.144 -0.035 -1.142 -1.264
S 1.371 -0.725 -2.561 1.173
C 2.888 -1.702 -2.390 -0.224
C 3.580 -1.686 -1.189 -0.227
C 4.706 -2.477 -1.047 -0.193
C 5.125 -3.279 -2.096 -0.220
C 4.410 -3.305 -3.285 -0.233
C 3.284 -2.517 -3.434 -0.164
C 2.135 0.698 -3.417 -0.245
C 3.403 1.152 -3.083 -0.220
C 3.909 2.285 -3.692 -0.218
C 3.152 2.958 -4.637 -0.201
C 1.880 2.511 -4.957 -0.233
C 1.365 1.381 -4.345 -0.142
H 1.545 0.895 -1.063 0.411
H 3.215 -1.059 -0.385 0.273
H 5.251 -2.475 -0.114 0.216
H 6.007 -3.895 -1.981 0.204
H 4.728 -3.950 -4.089 0.204
H 2.706 -2.534 -4.346 0.208
H 3.988 0.628 -2.342 0.237
H 4.895 2.642 -3.424 0.211
H 3.551 3.842 -5.113 0.205
H 1.283 3.046 -5.680 0.213
H 0.359 1.047 -4.562 0.225
F -5.620 1.735 -1.433 -0.299
C -5.250 2.608 -2.377 0.412
C -4.250 2.228 -3.258 -0.530
C -3.813 3.182 -4.167 0.407
F -2.782 2.868 -4.973 -0.315
C -4.374 4.442 -4.247 0.236
F -3.934 5.356 -5.137 -0.300
C -5.406 4.782 -3.374 0.289
F -5.963 6.008 -3.432 -0.296
C -5.844 3.858 -2.425 0.243
F -6.828 4.202 -1.573 -0.293
Ge -3.182 0.570 -3.032 1.413
S -1.444 1.066 -1.928 -0.725
C -2.924 -0.195 -4.871 -0.526
C -3.761 0.058 -5.959 0.399
F -4.644 1.069 -5.881 -0.316
C -3.726 -0.694 -7.114 0.236
F -4.540 -0.408 -8.153 -0.300
C -2.835 -1.771 -7.216 0.290
F -2.820 -2.539 -8.328 -0.294
C -1.980 -2.056 -6.141 0.249
F -1.115 -3.081 -6.244 -0.291
C -2.040 -1.270 -5.011 0.396
F -1.226 -1.514 -3.950 -0.299
C -4.334 -0.918 -2.351 -0.508
C -3.670 -2.014 -1.812 0.345
F -2.308 -1.909 -1.681 -0.301
C -4.280 -3.202 -1.462 0.334
F -3.570 -4.239 -1.016 -0.271
C -5.660 -3.304 -1.639 0.291
F -6.306 -4.443 -1.345 -0.287
C -6.364 -2.230 -2.195 0.241
F -7.691 -2.352 -2.387 -0.300
C -5.699 -1.074 -2.564 0.393
F -6.381 -0.094 -3.180 -0.319
```

Multiplicity: 1
Calculated total energy: -241542.016 eV
Net charge: -2
Gap between HOMO and LUMO: 3.579 eV
E_HOMO: -0.479 eV

[2]
Formula: C26H22Br2F6N3O7S2SiTb
Source: the Open Molecules 2025 dataset
Level of theory: wB97M-V/def2-TZVPD

Structure (XYZ):
```
70
Properties=species:S:1:pos:R:3:mulliken_spin:R:1
Tb 0.130 -0.118 0.306 6.415
F -0.051 -0.206 5.307 0.000
C 1.078 0.293 4.822 0.001
F 0.998 1.622 4.798 0.000
F 2.094 -0.076 5.581 0.000
S 1.288 -0.364 3.103 -0.010
O 0.048 0.012 2.421 -0.001
O 1.544 -1.754 3.201 -0.002
N 2.476 0.542 2.584 0.003
S 2.902 0.232 1.101 -0.015
O 2.829 -1.161 0.770 -0.004
O 2.218 1.060 0.124 -0.005
C 4.640 0.893 1.134 0.001
F 5.268 0.457 2.215 0.000
F 5.301 0.524 0.053 0.000
F 4.551 2.221 1.172 0.000
C 0.121 3.246 2.214 0.003
C 0.072 3.503 0.739 -0.002
C 0.160 4.818 0.238 0.000
C 0.145 5.034 -1.107 0.000
C 0.027 3.942 -1.990 0.000
C 0.023 4.043 -3.399 0.001
Br 0.191 5.739 -4.239 0.000
C -0.099 2.934 -4.184 0.000
C -0.250 1.678 -3.592 -0.001
Br -0.473 0.140 -4.671 0.000
C -0.275 1.484 -2.218 -0.041
O -0.470 0.308 -1.677 -0.065
C -0.095 2.657 -1.405 0.021
N -0.054 2.465 -0.059 -0.032
H -0.092 4.153 2.776 0.000
H 1.111 2.882 2.495 0.000
H -0.610 2.481 2.468 0.000
H 0.239 5.644 0.932 0.000
H 0.220 6.032 -1.518 0.000
H -0.092 3.022 -5.261 0.000
C -3.740 -4.400 -2.700 0.000
C -3.310 -3.082 -2.772 -0.003
C -2.212 -2.667 -2.020 -0.002
C -1.519 -3.549 -1.184 -0.009
C -1.961 -4.873 -1.148 -0.005
C -3.055 -5.296 -1.889 -0.003
Si 0.048 -2.941 -0.190 -0.134
C -0.322 -3.740 1.541 -0.008
C 0.564 -4.628 2.152 -0.004
C 0.365 -5.079 3.450 0.002
C -0.732 -4.649 4.180 -0.006
C -1.635 -3.773 3.594 0.004
C -1.426 -3.333 2.296 -0.008
H -4.584 -4.734 -3.292 0.000
H -3.802 -2.392 -3.454 0.000
H -1.846 -1.647 -2.115 0.009
H -1.427 -5.584 -0.525 0.000
H -3.368 -6.332 -1.847 0.000
H 0.980 -4.008 -0.712 -0.012
H 1.437 -4.965 1.604 0.000
H 1.070 -5.769 3.898 0.000
H -0.882 -4.989 5.197 0.000
H -2.500 -3.429 4.150 0.000
H -2.138 -2.645 1.863 0.001
N -4.483 -1.303 -0.118 0.000
C -4.307 0.172 -0.115 0.000
C -2.883 0.438 0.454 -0.045
O -2.460 1.561 0.632 0.001
O -2.261 -0.658 0.712 -0.049
H -5.255 -1.633 0.447 0.000
H -3.493 -1.555 0.325 0.001
H -4.483 -1.747 -1.037 0.000
H -5.033 0.663 0.527 0.000
H -4.379 0.599 -1.112 0.000
```

Multiplicity: 7
Calculated total energy: -254494.314 eV
Gap between HOMO and LUMO (spin up / spin down): 7.381 / 7.228 eV
E_HOMO (spin up / spin down): -7.634 / -7.475 eV
Expectation value of S²: 12.61

[3]
Formula: C54H46N15O5PbS2
Source: the Open Molecules 2025 dataset
Level of theory: wB97M-V/def2-TZVPD

Structure (XYZ):
```
123
Properties=species:S:1:pos:R:3:mulliken_charge:R:1
Pb -1.037 0.777 -0.657 2.444
C 5.257 0.911 3.902 -0.873
N 3.860 1.105 3.557 1.085
C 3.158 0.578 2.546 -0.528
N 1.928 1.052 2.558 -0.019
C 1.928 1.885 3.634 -0.528
N 3.078 1.937 4.263 -1.304
C 5.733 -0.307 3.174 0.404
C 6.629 -0.255 2.117 -0.719
C 6.918 -1.404 1.394 -0.815
C 6.284 -2.597 1.693 -0.746
C 5.387 -2.644 2.757 0.722
C 5.138 -1.511 3.510 -0.163
C 4.538 -3.798 3.022 0.269
N 4.154 -4.273 4.161 -0.599
N 3.191 -5.199 3.900 -0.374
C 3.022 -5.223 2.616 0.326
O 3.869 -4.367 1.993 -0.210
C 1.947 -5.849 1.868 0.077
C 0.986 -6.621 2.515 -0.689
C -0.141 -7.018 1.826 -0.707
C -0.349 -6.614 0.516 -0.855
C 0.602 -5.846 -0.139 0.911
C 0.353 -5.309 -1.540 -1.386
N 0.479 -3.853 -1.654 1.111
C -0.385 -2.907 -1.264 -1.362
N 0.154 -1.708 -1.402 1.141
C 1.409 -1.980 -1.858 -0.824
N 1.632 -3.267 -2.024 -0.979
C 1.773 -5.497 0.528 -0.007
H 5.307 0.781 4.984 0.342
H 5.828 1.801 3.630 0.371
H 3.540 -0.103 1.809 0.688
H 1.075 2.444 3.971 0.553
H 7.097 0.684 1.848 0.429
H 7.615 -1.358 0.570 0.419
H 6.480 -3.487 1.110 0.511
H 4.427 -1.563 4.324 0.527
H 1.129 -6.871 3.556 0.532
H -0.884 -7.626 2.323 0.412
H -1.263 -6.892 0.006 0.386
H -0.652 -5.567 -1.874 0.416
H 1.094 -5.735 -2.217 0.356
H -1.386 -3.120 -0.932 0.567
H 2.145 -1.226 -2.063 0.570
H 2.531 -4.916 0.022 0.644
C 3.843 7.346 -1.368 -1.448
C 3.513 5.909 -1.644 1.060
C 3.521 4.963 -0.622 -0.907
C 3.163 3.649 -0.869 -0.892
C 2.813 3.261 -2.151 -0.469
C 2.854 4.172 -3.194 -0.090
C 3.198 5.488 -2.935 -0.848
S 2.247 1.585 -2.368 1.462
O 2.565 1.109 -3.687 -0.691
O 2.725 0.805 -1.258 -0.655
N 0.632 1.715 -2.155 0.147
C -0.229 2.269 -3.050 0.324
C 0.077 2.684 -4.361 -0.849
C -0.905 3.295 -5.107 -0.894
C -2.183 3.464 -4.576 -0.976
C -2.422 2.964 -3.315 -0.405
N -1.476 2.395 -2.575 0.188
H 4.196 7.486 -0.348 0.351
H 2.960 7.970 -1.509 0.321
H 4.611 7.706 -2.052 0.365
H 3.804 5.259 0.381 0.355
H 3.186 2.897 -0.097 0.680
H 2.663 3.841 -4.204 0.496
H 3.232 6.201 -3.749 0.427
H 1.055 2.473 -4.758 0.859
H -0.690 3.623 -6.115 0.464
H -2.970 3.938 -5.143 0.474
H -3.409 3.001 -2.867 0.449
O -8.284 -1.578 -2.557 -0.590
N -7.365 -2.341 -2.768 0.933
O -7.483 -3.511 -3.062 -0.567
C -5.991 -1.824 -2.682 -0.044
C -5.065 -2.472 -3.422 -0.776
C -3.717 -2.024 -3.466 1.337
C -2.768 -2.607 -4.324 -0.924
C -1.515 -2.062 -4.409 -1.325
C -1.201 -0.980 -3.584 -0.394
N -2.044 -0.468 -2.710 0.960
C -3.307 -0.941 -2.660 -0.969
C -4.290 -0.271 -1.838 -0.313
N -3.880 0.782 -1.116 0.608
C -4.778 1.524 -0.504 -0.710
C -6.137 1.213 -0.486 -1.266
C -6.569 0.092 -1.142 -0.978
C -5.648 -0.676 -1.884 0.917
H -5.355 -3.326 -4.018 0.562
H -3.051 -3.455 -4.933 0.508
H -0.775 -2.461 -5.087 0.551
H -0.223 -0.519 -3.639 0.492
H -4.419 2.414 -0.008 0.751
H -6.834 1.841 0.048 0.510
H -7.609 -0.183 -1.121 0.562
C -3.514 -0.628 4.512 -0.995
N -2.874 0.519 3.909 0.132
C -1.462 0.718 4.190 -0.989
C -3.290 0.782 2.553 -0.804
C -2.788 2.108 2.042 0.446
C -3.181 3.221 2.804 -0.777
C -2.847 4.509 2.434 -0.878
C -2.131 4.741 1.272 -0.760
C -1.727 3.662 0.496 -0.368
C -2.043 2.389 0.912 0.542
H -3.220 -0.704 5.557 0.416
H -3.249 -1.571 4.010 0.300
H -4.598 -0.509 4.457 0.297
H -1.155 0.092 5.024 0.449
H -1.285 1.763 4.464 0.280
H -0.833 0.488 3.323 0.181
H -4.387 0.782 2.532 0.645
H -2.948 -0.009 1.887 -0.073
H -3.762 3.025 3.696 0.550
H -3.150 5.335 3.062 0.442
H -1.867 5.746 0.975 0.475
H -1.162 3.829 -0.413 0.567
S -0.050 -2.683 2.467 -0.277
C -0.842 -1.712 1.501 0.379
N -1.478 -0.975 0.820 -0.837
```

Multiplicity: 1
Calculated total energy: -116241.305 eV
Net charge: +1
Gap between HOMO and LUMO (spin up / spin down): 4.580 / 4.580 eV
E_HOMO (spin up / spin down): -9.972 / -9.972 eV

[4]
Formula: C5H6S
Source: the Open Molecules 2025 dataset
Level of theory: wB97M-V/def2-TZVPD

Structure (XYZ):
```
12
Properties=species:S:1:pos:R:3:nbo_charge:R:1
C 2.961 -0.021 -0.360 -0.222
C 1.826 0.001 0.023 -0.015
C 0.477 0.048 0.604 -0.330
C -0.450 1.146 0.110 -0.469
C -0.454 -1.124 0.192 -0.488
H 3.943 -0.029 -0.784 0.239
H 0.504 0.145 1.685 0.240
H -0.758 1.915 0.970 0.219
H -0.185 1.672 -0.807 0.225
H -0.586 -1.853 0.964 0.217
H -0.041 -1.656 -0.713 0.218
S -1.815 -0.031 -0.296 0.167
```

Multiplicity: 1
Calculated total energy: -16114.670 eV
Gap between HOMO and LUMO: 9.577 eV
SMILES: C#CC1CSC1
E_HOMO: -8.693 eV

[5]
Formula: C22H33N3O
Source: the Open Molecules 2025 dataset
Level of theory: wB97M-V/def2-TZVPD

Structure (XYZ):
```
59
Properties=species:S:1:pos:R:3:nbo_charge:R:1
C -2.140 -1.316 -4.052 -0.595
C -1.724 -0.400 -2.904 -0.082
C -0.347 -0.268 -2.718 -0.198
C 0.151 0.497 -1.515 -0.122
C -0.758 1.272 -0.546 0.433
C -2.089 0.907 -0.846 -0.119
C -2.479 0.042 -1.904 -0.182
H -3.472 0.244 -2.316 0.204
C -3.041 1.750 -0.066 -0.035
C -3.031 3.199 -0.297 -0.525
H -3.586 3.699 0.100 0.156
H -3.031 3.459 -1.441 0.203
H -2.023 3.636 0.081 0.188
C -4.582 1.224 -0.424 -0.380
C -4.848 -0.065 0.076 -0.380
C -4.532 -0.572 1.571 -0.408
C -3.195 -0.098 1.934 -0.309
C -2.864 1.314 1.495 -0.430
H -1.900 1.768 1.567 0.230
H -3.536 1.897 1.978 0.187
H -2.797 -0.155 2.862 0.209
H -2.351 -0.884 1.128 0.123
H -4.712 -1.546 1.663 0.212
H -5.179 -0.012 2.121 0.189
H -4.187 -0.652 -0.709 0.210
H -6.011 -0.364 -0.177 0.197
H -4.897 1.451 -1.205 0.175
H -5.199 1.945 0.099 0.176
O -0.237 1.777 0.353 -0.636
H 0.610 1.630 0.469 0.511
C 1.720 0.689 -1.414 -0.239
N 2.094 0.638 0.143 -0.525
C 1.752 -0.814 0.618 -0.264
H 1.753 -0.673 1.886 0.184
C 2.841 -1.845 0.332 -0.229
N 4.193 -1.464 0.383 -0.417
C 4.579 -1.399 1.972 -0.200
H 3.875 -2.601 2.418 0.174
C 6.056 -2.045 2.029 -0.542
C 6.540 -2.381 3.339 0.284
N 6.574 -2.559 4.571 -0.331
H 6.776 -1.529 1.604 0.229
H 6.230 -2.996 1.564 0.258
H 4.433 -0.679 2.715 0.206
C 4.589 -0.071 0.002 -0.263
H 4.319 -0.166 -1.042 0.195
C 3.283 0.918 0.505 -0.173
H 3.265 1.105 1.609 0.197
H 3.638 1.985 -0.167 0.165
H 5.571 0.138 0.327 0.214
H 2.796 -1.940 -0.877 0.169
H 2.620 -2.740 0.691 0.215
H 0.652 -0.983 0.229 0.265
H 1.858 1.584 -1.558 0.185
H 2.079 -0.140 -1.919 0.209
H 0.431 -1.032 -3.315 0.202
H -2.754 -1.945 -3.638 0.204
H -1.183 -1.808 -4.530 0.209
H -2.592 -0.624 -4.851 0.213
```

Multiplicity: 1
Calculated total energy: -29848.232 eV
Gap between HOMO and LUMO: 8.464 eV
E_HOMO: -7.914 eV

[6]
Formula: C5H8N2
Source: the Open Molecules 2025 dataset
Level of theory: wB97M-V/def2-TZVPD

Structure (XYZ):
```
15
Properties=species:S:1:pos:R:3:nbo_charge:R:1
C 1.495 0.723 -1.131 -0.353
N 0.074 0.863 -1.221 -0.382
C -0.357 1.708 -0.140 0.253
N -0.729 1.039 0.879 -0.400
C -0.478 -0.348 0.473 -0.051
C -0.908 -1.420 1.432 -0.632
C -0.502 -0.369 -0.949 -0.066
H 1.889 -0.179 -1.604 0.194
H 2.067 1.630 -1.371 0.190
H 0.946 -0.177 0.385 0.160
H -0.289 2.791 -0.240 0.204
H -0.591 -1.143 2.444 0.233
H -1.999 -1.528 1.433 0.228
H -0.456 -2.383 1.167 0.219
H -0.161 -1.208 -1.556 0.203
```

Multiplicity: 1
Calculated total energy: -8290.117 eV
Gap between HOMO and LUMO (spin up / spin down): 8.192 / 8.191 eV
E_HOMO (spin up / spin down): -8.051 / -8.050 eV

[7]
Formula: C4H6AlO3
Source: the Open Molecules 2025 dataset
Level of theory: wB97M-V/def2-TZVPD

Structure (XYZ):
```
14
Properties=species:S:1:pos:R:3:mulliken_spin:R:1
Al -3.538 0.293 3.854 0.892
C 1.215 1.275 -0.649 -0.315
C 0.232 0.105 -0.878 -0.092
C 0.628 -1.229 -0.227 0.039
O -0.623 -1.661 0.295 0.520
C -1.376 -0.544 0.517 -0.077
O -2.407 -0.566 1.273 0.414
O -0.843 0.473 -0.087 -0.119
H 0.932 2.154 -1.228 -0.114
H 2.218 0.933 -0.905 -0.052
H 1.185 1.721 0.345 -0.092
H -0.117 0.073 -1.910 -0.125
H 1.451 -1.008 0.453 0.069
H 1.042 -2.017 -0.855 0.053
```

Multiplicity: 2
Calculated total energy: -16919.552 eV
Net charge: +4
Gap between HOMO and LUMO (spin up / spin down): 6.479 / 5.896 eV
E_HOMO (spin up / spin down): -29.531 / -29.022 eV
Expectation value of S²: 1.73